Record 1
Here is a molecular structure, C27H28N2O4SSbSe4SiW at a distorted geometry from the Open Molecules 2025 dataset. Energies are from ωB97M-V with the def2-TZVPD basis set.

Geometry as XYZ:
```
69
Properties=species:S:1:pos:R:3
W -1.23420 0.67203 -0.66286
C 4.94119 -2.54950 -0.92061
C 3.62338 -2.99626 -0.27293
C 2.63070 -3.35575 -1.37945
C 3.86808 -4.24958 0.57820
C 3.10328 -1.86586 0.61253
C 3.83064 -1.48774 1.75692
C 3.42177 -0.46960 2.59198
C 2.24723 0.20415 2.27512
S 1.46782 1.52597 3.09315
C 0.22826 1.52880 1.88825
N 0.37526 0.62114 0.95940
C 1.51748 -0.14949 1.14441
C 1.93958 -1.18409 0.31112
C -0.86710 2.47142 1.79854
C -1.18632 3.31040 2.86420
C -2.27008 4.15803 2.73726
C -3.01029 4.14937 1.55881
C -2.69713 3.28562 0.51966
C -1.60735 2.40228 0.60332
H 5.34393 -3.35179 -1.54262
H 5.69117 -2.29560 -0.16943
H 4.78474 -1.67251 -1.55170
H 3.03111 -4.18232 -1.96825
H 2.45907 -2.52030 -2.06089
H 1.66753 -3.66873 -0.97282
H 4.19664 -5.07118 -0.06127
H 2.95422 -4.55825 1.08810
H 4.63982 -4.08970 1.33216
H 4.74556 -2.01263 1.99875
H 4.00122 -0.20592 3.46648
H 1.33017 -1.44242 -0.54131
H -0.60135 3.29881 3.77638
H -2.54749 4.81680 3.54959
H -3.86181 4.80960 1.45384
H -3.31304 3.31116 -0.37047
O -2.67794 -4.28141 3.54466
C -3.76165 -3.74950 3.24615
O -4.93360 -3.99629 3.54764
C -3.52198 -2.54435 2.33351
C -3.35835 -1.26403 2.86623
C -2.86310 -0.24754 2.08376
N -2.53705 -0.43112 0.79955
C -2.74601 -1.65258 0.25373
C -3.26402 -2.70395 0.96634
C -2.11295 -1.86360 -1.09486
O -2.54283 -2.50952 -1.99775
O -0.89205 -1.26312 -1.07113
H -3.60138 -1.07206 3.90246
H -2.73213 0.75751 2.46634
H -3.40862 -3.65848 0.47885
C -0.18807 3.79035 -2.68588
Si 0.43189 2.13001 -2.09882
C 2.12433 2.37398 -1.30636
C 0.63745 0.94250 -3.56295
H 0.56147 4.22348 -3.35524
H -0.34485 4.48497 -1.85850
H -1.13150 3.70697 -3.23012
H 2.84605 2.63264 -2.08717
H 2.49006 1.48103 -0.79668
H 2.10902 3.19556 -0.58572
H 0.81210 1.56088 -4.44838
H -0.23248 0.31829 -3.76505
H 1.50125 0.29044 -3.41717
Se -3.83804 4.86854 -3.64714
Sb -4.71157 2.73548 -4.18032
Se -2.84252 1.28929 -2.12623
Se -3.69063 1.42125 -5.84361
Se -6.42404 1.84806 -2.81363
```

Calculated values
- 2S+1: 1
- HOMO-LUMO gap (spin up / spin down): 5.02 / 5.02 eV
- M: 1126.1 g/mol
- Maximum force: 2.30 eV/Å
- Charge: -1

=====

Record 2
Here is 2 unconnected molecules or ions with the total composition C27H28N4O2 at a distorted geometry from the Open Molecules 2025 dataset. Energies are from ωB97M-V with the def2-TZVPD basis set.

Geometry as XYZ:
```
61
Properties=species:S:1:pos:R:3
C -1.13544 -2.75527 -1.62500
C -1.14660 -3.34081 -0.36288
N -0.99063 -3.87180 0.67932
C -2.24664 -2.81122 -2.51371
C -2.13682 -2.36984 -3.88290
C -3.23274 -2.32038 -4.72575
C -4.49723 -2.74940 -4.25256
N -5.66437 -2.58326 -5.05173
O -6.77415 -2.93904 -4.58729
O -5.55593 -2.07663 -6.19263
C -4.62655 -3.27891 -2.94526
C -3.52639 -3.32954 -2.10288
H -0.17018 -2.38724 -1.99060
H -1.14540 -2.12631 -4.27640
H -3.15965 -1.94579 -5.74740
H -5.61043 -3.62314 -2.62961
H -3.62839 -3.82641 -1.12863
C 5.97627 -1.68443 5.66946
N 4.65291 -1.13486 5.90750
C 4.64404 -0.21311 7.02728
C 3.64041 -1.10792 4.93281
C 2.56556 -2.04416 4.97438
C 1.53718 -1.98067 4.05419
C 1.51260 -1.00876 3.01277
C 0.43574 -1.00272 2.06890
C 0.35390 -0.13740 0.98242
C -0.82323 0.18353 0.32267
C -0.91917 1.27462 -0.60011
C -2.11342 2.03145 -0.79958
C -2.14501 3.12256 -1.65527
C -0.98534 3.50218 -2.40078
N -1.04531 4.51130 -3.37175
C -0.57012 5.85921 -3.14401
C -1.30780 4.24237 -4.77374
C 0.22262 2.78580 -2.17305
C 0.23939 1.69454 -1.31771
C 2.58243 -0.05920 2.99440
C 3.62993 -0.13045 3.90135
H 5.99389 -2.32340 4.77851
H 6.71120 -0.87269 5.56124
H 6.27252 -2.28003 6.54419
H 3.65345 0.23983 7.14211
H 4.90098 -0.76564 7.94075
H 5.40113 0.57088 6.87666
H 2.57288 -2.81123 5.75433
H 0.71054 -2.69203 4.09679
H -0.40930 -1.68081 2.23873
H 1.28807 0.31982 0.62962
H -1.73928 -0.32366 0.65309
H -2.99275 1.77428 -0.20565
H -3.06694 3.69681 -1.80327
H -0.35440 6.02402 -2.08341
H 0.33088 6.05338 -3.74193
H -1.34447 6.56399 -3.47272
H -1.62277 3.20301 -4.92567
H -2.10054 4.91879 -5.12135
H -0.40835 4.44692 -5.37304
H 1.13383 3.08701 -2.70506
H 1.18216 1.17421 -1.14271
H 2.57965 0.73763 2.24369
H 4.47158 0.57004 3.83885
```

Calculated values
- 2S+1: 1
- HOMO-LUMO gap: 3.32 eV
- M: 440.5 g/mol
- Maximum force: 2.31 eV/Å